[1]
Formula: CH3NO3
Source: the Open Molecules 2025 dataset
Level of theory: ωB97M-V with the def2-TZVPD basis set

The calculated total energy comes out at -8712.6079 eV. For the relative energy (zero: lowest compared OMol25 entry of this formula, charge and spin), the calculation gives 4.359 eV. As for the total charge: 0.

Last column: Löwdin charge in e.
CARTESIAN COORDINATES (ANGSTROEM)
C  -0.2541  -0.1055  -0.5322  -0.21
N  0.4772  0.7732  0.3637  -0.38
O  0.7682  0.1321  1.3741  0.06
O  0.5522  1.9750  0.1431  0.10
O  0.1766  -1.3502  -0.4116  0.02
H  -1.7263  -0.0837  0.2003  0.22
H  -0.6296  0.0758  -1.5317  0.12
H  0.6360  -1.4167  0.3943  0.07

Atomic forces in eV per Å
-5.3 -1.4 1.1
-1.1 1.0 0.4
1.1 1.8 0.1
0.3 -1.5 0.5
-0.3 -1.0 -2.6
3.4 0.5 -1.6
0.9 1.1 0.0
0.9 -0.3 2.1


[2]
Formula: C2H4N2O2S
Source: the Open Molecules 2025 dataset
Level of theory: ωB97M-V with the def2-TZVPD basis set

The calculated total energy comes out at -20047.7600 eV. Its SMILES is NC(=O)N(O)C=S. For the relative energy (zero: lowest compared OMol25 entry of this formula, charge and spin), the calculation gives 1.723 eV. As for the total charge: 0.

Last column: Löwdin charge in e.
CARTESIAN COORDINATES (ANGSTROEM)
N  1.1779  1.9574  -0.4506  0.18
C  1.3047  0.5954  -0.5685  -0.49
O  2.1692  0.0185  -1.2384  0.09
N  0.3186  -0.1389  0.1454  -0.13
O  0.4858  -1.5029  -0.0782  0.01
C  -0.9326  0.2901  0.4670  -0.64
S  -2.2107  -0.6430  0.8359  0.71
H  1.8422  2.4288  -0.9650  0.08
H  1.0029  2.2333  0.5000  0.11
H  -0.4251  -1.8597  -0.0204  0.04
H  -0.9971  1.3190  0.3899  0.04

Atomic forces in eV per Å
-1.8 -1.8 1.4
2.0 -1.2 -1.7
-2.2 1.4 1.5
-0.4 -1.1 -0.6
0.0 0.3 0.4
0.6 -1.5 -0.1
0.2 -0.2 0.0
1.7 1.3 -0.9
0.0 0.6 0.0
0.0 0.1 0.1
-0.2 2.1 0.0


[3]
Formula: C2H7N4O
Source: the Open Molecules 2025 dataset
Level of theory: ωB97M-V with the def2-TZVPD basis set

The calculated total energy comes out at -10185.6146 eV. Its SMILES is N/C(CO)=N/N=[NH2+]. For the relative energy (zero: lowest compared OMol25 entry of this formula, charge and spin), the calculation gives 3.679 eV. As for the total charge: +1.

Last column: Löwdin charge in e.
CARTESIAN COORDINATES (ANGSTROEM)
N  -1.1768  -1.6413  -0.1097  0.18
C  -0.5514  -0.4757  0.1601  -0.28
C  -1.3956  0.7547  0.3725  -0.19
O  -0.6137  1.8106  -0.0856  -0.06
N  0.7221  -0.3806  0.0821  0.13
N  1.8150  -0.1088  0.4950  0.03
N  2.8380  -0.0991  -0.2521  0.13
H  -2.2345  -1.6825  -0.1834  0.16
H  -0.8872  -2.6353  -0.2459  0.16
H  -2.2154  0.7028  -0.3102  0.12
H  -1.7685  0.7478  1.4306  0.16
H  -1.1394  2.7069  -0.0591  0.18
H  2.8827  -0.0245  -1.2637  0.14
H  3.7246  0.3247  -0.0306  0.14

Atomic forces in eV per Å
-2.7 -1.2 0.0
-0.3 -1.4 -0.2
-0.1 -0.1 -0.3
-0.8 3.3 0.7
-1.2 -0.9 -2.1
1.3 0.4 3.1
1.9 0.8 -2.8
1.9 0.9 0.3
1.0 1.7 0.4
-1.1 -0.5 -0.1
0.5 0.3 -0.7
1.5 -2.7 0.0
-1.6 -0.6 -0.5
-0.2 -0.1 2.1


[4]
Formula: C45H33N8O5STc
Source: the Open Molecules 2025 dataset
Level of theory: ωB97M-V with the def2-TZVPD basis set

The calculated total energy comes out at -82385.5650 eV. Its spin multiplicity is 4. As for the total charge: +1.

Last column: Löwdin spin population.
CARTESIAN COORDINATES (ANGSTROEM)
Tc  -0.2521  -0.4676  -0.6495  2.20
C  -2.7549  3.8346  0.3453  0.11
C  -2.5830  2.9035  -0.7889  0.02
N  -1.1172  1.1395  -0.0099  0.18
C  -0.6184  1.8410  1.0803  -0.06
C  -1.1050  3.0147  1.7553  0.20
N  -2.1797  3.8380  1.5023  0.00
C  0.7153  1.3259  1.5433  0.00
C  1.5107  1.8679  2.5228  -0.01
C  2.7467  1.3801  2.8264  0.00
C  3.1482  0.2071  2.1348  -0.01
C  2.3667  -0.2808  1.1224  0.00
N  1.1628  0.2682  0.8340  -0.02
C  2.8245  -1.4543  0.3583  0.00
C  2.7504  -2.6824  0.9879  0.00
N  3.1049  -3.7789  0.3868  0.00
C  3.5650  -3.6475  -0.8380  0.00
C  3.7705  -2.4037  -1.4077  0.00
N  3.4247  -1.2775  -0.8056  0.00
C  3.5459  2.0185  3.8489  0.00
C  4.0601  1.2815  4.9401  0.00
C  4.7042  1.9619  5.9730  0.00
N  4.8613  3.2604  5.9066  0.00
C  4.3856  3.9875  4.8550  0.00
C  3.6635  3.4255  3.8277  0.00
H  -3.5691  4.5730  0.2864  0.00
H  -3.5809  2.8487  -1.2244  0.00
H  -0.5395  3.3212  2.6254  0.01
H  1.0860  2.6440  3.1028  0.00
H  4.1216  -0.1721  2.3389  0.00
H  2.3695  -2.7432  1.9676  0.00
H  3.8477  -4.5466  -1.3718  0.00
H  4.3608  -2.3307  -2.3256  0.00
H  3.9444  0.2326  4.9431  0.00
H  5.1371  1.4422  6.8602  0.00
H  4.5379  5.0780  4.8485  0.00
H  3.2892  4.0097  2.9745  0.00
C  2.2850  0.3385  -3.9473  0.00
C  0.9759  -0.0043  -3.2518  0.01
O  0.9354  0.3736  -2.0468  0.04
C  -0.0924  -0.7054  -3.9320  0.01
C  0.0466  -0.8863  -5.3429  0.00
C  -0.9683  -1.3994  -6.0896  0.01
C  -2.2033  -1.5900  -5.5004  0.00
C  -2.3651  -1.4112  -4.1394  0.01
C  -1.3327  -0.9822  -3.3140  0.01
O  -1.5874  -0.8636  -2.0166  0.12
H  2.9792  0.6546  -3.1424  0.00
H  2.0665  1.1519  -4.6322  0.00
H  2.7044  -0.5150  -4.4896  0.00
H  1.0324  -0.7338  -5.7243  0.00
H  -0.8681  -1.6066  -7.1510  0.00
H  -3.0627  -1.9260  -6.0931  0.00
H  -3.3394  -1.6051  -3.7020  0.00
O  -2.9048  -2.2357  2.2590  0.00
S  -1.4758  -2.3064  2.1834  0.00
O  -0.7437  -1.6122  3.1834  0.00
N  -0.9021  -1.9201  0.6681  0.02
C  -0.1637  -2.9001  0.1229  0.02
O  0.5698  -2.5240  -0.8642  0.02
C  -0.1954  -4.1472  0.8910  0.00
C  0.3847  -5.3687  0.5801  0.00
C  0.2000  -6.3954  1.4839  0.00
C  -0.4779  -6.2025  2.6887  0.01
C  -1.1333  -4.9884  2.9890  0.00
C  -0.9523  -4.0133  2.0531  0.00
H  0.9908  -5.5497  -0.2813  0.00
H  0.6162  -7.3506  1.2798  0.00
H  -0.5014  -7.0849  3.3201  0.00
H  -1.7980  -4.8717  3.8225  0.00
C  0.4943  3.8183  -3.6351  0.00
C  0.5224  4.4753  -2.4162  0.00
C  -0.5428  4.2584  -1.5010  0.00
C  -1.5357  3.3356  -1.8177  0.01
C  -1.5522  2.7065  -3.1073  0.00
C  -0.5140  2.9160  -4.0057  0.00
N  -2.4159  1.4712  -0.4139  0.03
C  -3.4814  0.9353  0.4169  0.01
C  -3.7123  1.2012  1.7623  0.00
C  -4.8102  0.6707  2.4306  0.00
C  -5.8028  -0.0414  1.7588  0.00
C  -5.5892  -0.3329  0.4082  0.00
C  -4.4010  0.0976  -0.2123  0.00
H  1.2206  4.1330  -4.4081  0.00
H  1.2753  5.2367  -2.2736  0.00
H  -0.5551  4.8292  -0.5268  0.00
H  -2.3717  2.0483  -3.3209  0.00
H  -0.4739  2.3345  -4.9242  0.00
H  -3.0718  1.8320  2.3360  0.00
H  -4.9199  0.9079  3.4866  0.00
H  -6.7104  -0.3995  2.2391  0.00
H  -6.2451  -0.9464  -0.1706  0.00
H  -4.2320  -0.2258  -1.2462  0.00

Atomic forces in eV per Å
0.2 -0.3 0.2
-0.5 0.8 1.9
-0.1 -0.6 -0.8
-0.1 1.2 1.8
0.5 1.6 1.2
0.6 -2.1 -1.5
0.3 0.0 -1.1
-0.7 -0.7 -1.3
-0.7 0.4 0.2
0.0 -1.8 -0.9
-0.2 1.5 0.3
-0.4 0.5 0.2
-0.3 -0.4 -0.3
0.3 0.3 0.6
0.0 0.7 -0.4
0.1 -1.3 -0.1
0.4 -0.2 -0.5
0.9 -0.1 -0.6
-0.4 0.0 -0.3
0.4 0.5 1.5
-0.2 1.3 -1.0
0.1 -0.5 -0.3
0.1 2.0 -0.4
0.1 -0.2 1.0
0.3 -0.9 -0.3
0.3 -0.3 -0.3
0.0 0.3 -0.5
-0.1 -0.1 -0.1
0.0 0.8 0.5
0.5 -0.5 0.0
-0.4 -0.1 1.2
0.0 0.0 0.0
-0.4 0.1 0.1
-0.1 -1.0 0.1
-0.5 0.4 -0.8
0.2 -0.6 0.3
0.2 -0.3 0.5
-0.3 -0.1 1.0
0.8 -0.2 0.1
-0.3 -0.2 -0.7
0.3 0.8 -0.3
0.2 -0.6 1.4
0.1 0.3 -1.1
-0.8 -0.4 0.7
-1.0 -0.2 -0.4
0.1 0.0 0.2
0.6 -0.1 -0.1
-0.4 -0.1 -0.7
0.3 0.2 -0.2
-0.2 0.2 0.1
0.2 0.2 -0.6
0.2 0.1 0.2
0.4 0.1 0.2
0.2 0.1 0.1
0.4 0.0 -0.4
-1.7 -0.8 0.0
0.9 0.5 0.2
-0.2 0.0 0.0
0.7 1.2 -0.1
-1.3 -0.6 0.6
0.2 -0.8 -0.4
-0.2 0.2 0.3
-0.2 0.7 0.7
-0.4 -0.2 -0.3
0.5 -1.3 -0.6
0.3 1.4 -0.4
0.1 0.2 -0.5
0.3 -0.7 -0.1
-0.3 0.4 0.3
0.1 0.1 0.4
0.5 0.4 -1.1
-1.5 -0.1 -0.1
0.9 0.3 0.5
-0.1 -0.4 -0.7
0.7 0.6 1.4
-0.3 0.0 1.0
0.2 0.3 0.1
-0.7 -0.7 -0.2
0.0 -0.1 0.2
-0.5 0.2 0.0
0.4 -0.2 -0.6
1.4 0.5 0.5
-0.7 -0.2 -0.6
-0.2 -0.5 0.6
0.0 0.0 0.3
0.0 -0.8 -1.2
-0.2 -0.4 -0.2
-0.1 0.4 -0.1
0.3 0.1 0.2
0.0 -0.1 -0.2
0.3 0.1 0.1
-0.5 -0.2 -0.1
0.1 0.3 0.4


[5]
Formula: C20H24N4O3
Source: the Open Molecules 2025 dataset
Level of theory: ωB97M-V with the def2-TZVPD basis set

The calculated total energy comes out at -33214.8391 eV. For the relative energy (zero: lowest compared OMol25 entry of this formula, charge and spin), the calculation gives 20.705 eV. As for the total charge: 0.

Last column: Löwdin charge in e.
CARTESIAN COORDINATES (ANGSTROEM)
C  -1.0857  -0.7954  2.8158  -0.01
C  0.0146  -1.2646  1.7151  -0.21
N  1.1352  -0.4596  1.5894  0.14
C  1.9166  -0.9606  0.6637  -0.38
N  1.7478  -2.1506  -0.2852  0.15
C  0.5620  -2.7821  0.0397  -0.32
C  -0.4558  -2.4944  1.0805  0.04
H  -1.2967  -2.9193  0.8677  0.04
C  0.4117  -3.8352  -1.0319  -0.06
H  1.3559  -3.9595  -1.6174  0.09
H  0.3424  -4.5850  -0.3459  0.03
H  -0.5554  -3.6620  -1.6181  0.11
N  3.0182  -0.3774  0.4709  -0.03
C  3.9536  -0.3150  -0.4558  -0.32
H  3.7986  -1.4370  -0.9898  0.18
C  3.6389  0.5814  -1.4925  -0.30
C  3.6642  1.8833  -1.0223  -0.19
H  3.2124  2.6585  -1.7711  0.14
H  4.7498  2.4757  -0.8999  0.18
C  2.7639  2.2721  0.3224  -0.21
C  3.0581  1.0904  1.1190  -0.11
H  2.2930  1.2276  2.2055  0.20
H  4.1241  1.3271  1.6331  0.16
C  1.2119  2.3759  0.2307  -0.46
O  0.6563  3.3684  0.3874  0.16
N  0.7908  1.3808  -0.7203  0.13
C  -0.6215  0.7779  -0.7631  -0.13
C  -1.5916  1.7484  -0.0578  0.18
C  -3.0096  1.0701  0.0430  -0.19
C  -3.2150  -0.0281  -0.8034  -0.20
C  -2.2336  -0.4998  -1.6547  -0.06
C  -0.9800  -0.1707  -1.6737  -0.11
H  -0.1439  -0.6087  -2.0881  0.10
H  -2.5284  -1.5886  -2.2355  0.20
O  -4.5664  -0.5410  -0.9736  -0.05
C  -5.4590  0.6346  -0.4625  -0.14
C  -5.0373  1.0083  0.6774  -0.33
H  -5.8096  1.7131  1.5144  0.23
O  -3.8883  1.7796  0.7230  0.02
H  -5.0310  0.3025  1.6527  0.17
H  -6.3538  -0.2029  -0.2529  0.22
H  -5.7667  1.3299  -0.9754  0.06
H  -1.5034  2.3929  0.6266  0.01
H  1.2843  0.5611  -1.1254  0.10
H  2.9814  3.2340  0.5969  0.11
H  4.6977  0.4877  -2.3351  0.22
H  2.8928  0.2383  -2.1350  0.09
H  5.0751  -0.4318  -0.0477  0.18
H  -0.9398  0.3444  2.8569  0.09
H  -2.2776  -0.8674  2.4034  0.14
H  -1.0011  -1.3273  3.5989  -0.04

Atomic forces in eV per Å
-1.7 5.7 -8.9
-4.5 -0.8 1.9
-4.0 -3.7 0.2
-1.8 -5.4 -2.6
-2.9 2.9 5.1
1.6 1.4 -2.1
10.9 5.0 -1.6
-5.4 -2.1 0.0
-1.0 1.8 -0.9
-1.2 0.4 0.3
-0.7 -3.5 0.9
1.4 -0.6 0.7
1.2 8.3 5.4
4.9 -9.6 -2.9
0.9 2.5 1.2
6.0 -0.8 -5.1
-1.0 10.4 -0.1
0.7 -1.5 0.7
-2.6 -2.3 0.2
-1.0 -3.6 -3.4
1.2 0.1 8.4
2.6 -1.1 -3.4
-2.0 -1.4 -1.4
4.9 -4.8 -6.2
-3.3 4.1 2.4
-3.9 -3.3 -0.5
0.3 9.2 3.3
-3.7 -12.3 -6.2
7.2 2.2 -2.6
-2.4 0.4 -0.2
-4.9 -6.3 -1.8
3.0 2.1 2.0
1.1 -1.5 -1.7
0.5 3.5 1.3
1.5 3.3 0.3
-3.5 -15.7 -2.6
-0.4 4.3 17.7
1.2 -1.3 -3.4
0.0 -0.2 -0.2
0.7 0.2 -2.8
1.5 3.0 -0.5
-2.4 6.7 -6.9
1.7 5.3 4.7
0.9 1.6 1.3
1.5 1.9 1.5
-3.1 0.3 2.3
-1.6 -0.2 -0.7
-2.5 1.0 -0.7
-0.1 -1.7 0.8
3.5 -0.2 0.8
0.7 -3.4 6.0


[6]
Formula: C13H16N4OS2
Source: the Open Molecules 2025 dataset
Level of theory: ωB97M-V with the def2-TZVPD basis set

The calculated total energy comes out at -43407.5406 eV. Its SMILES is CC(C)Cc1nnc(NC(=O)CSc2ccccn2)s1. As for the total charge: 0.

Last column: Löwdin charge in e.
CARTESIAN COORDINATES (ANGSTROEM)
C  1.9420  -4.6163  3.2620  -0.07
C  2.0805  -3.4939  2.0843  -0.36
C  2.6418  -3.9502  0.9679  -0.16
C  0.2383  -3.3880  1.8962  -0.08
C  0.1944  -2.1978  1.0039  -0.52
N  1.2092  -0.9800  0.9480  0.06
N  0.5174  -0.0802  0.2075  -0.06
C  -0.4656  -0.3192  -0.4340  -0.70
N  -1.1514  0.5684  -1.0314  0.06
C  -2.2714  0.4742  -1.6380  -0.46
O  -2.9946  -0.6370  -1.4220  -0.14
C  -2.9367  1.5235  -2.7340  -0.25
S  -3.3999  2.8780  -1.5009  0.96
C  -1.8786  3.7948  -1.4655  -0.67
C  -1.9213  5.1244  -1.1632  0.02
C  -0.4316  5.9288  -0.8963  -0.01
C  0.5570  5.2212  -1.2772  -0.08
C  0.4801  3.7058  -1.8796  0.06
N  -0.7290  3.1528  -1.5808  -0.03
S  -1.1366  -1.7858  0.1376  1.18
H  1.4869  -4.2555  4.0877  0.01
H  1.3957  -5.4947  2.7346  0.10
H  3.0618  -4.8465  3.3662  0.09
H  2.3747  -2.6030  2.5548  0.11
H  2.5771  -3.1246  0.3740  0.04
H  3.6640  -4.2248  0.9554  0.08
H  2.1468  -4.9181  0.3745  0.17
H  -0.0250  -4.0995  1.4667  -0.04
H  -0.3133  -3.1360  2.8300  0.13
H  -0.7448  1.5111  -1.3758  0.12
H  -3.8313  1.1800  -3.0248  0.01
H  -2.0067  1.7272  -3.3749  0.12
H  -2.7225  5.6229  -0.7301  0.06
H  -0.5736  6.9326  -0.5710  0.09
H  1.4803  5.5987  -1.2242  0.04
H  1.4854  3.2070  -1.9274  0.12

Atomic forces in eV per Å
3.7 -1.3 -5.6
-8.5 -2.4 9.0
1.1 -5.0 -6.6
7.8 13.5 6.0
2.9 4.5 0.3
-5.3 -3.6 -0.5
9.2 2.2 3.3
-2.9 -5.5 1.9
-0.4 7.6 -4.6
-8.0 -6.6 -1.9
2.5 4.4 -1.0
6.8 0.8 5.0
0.4 0.0 -1.1
-1.1 2.3 1.0
5.5 1.2 1.2
-8.7 -2.0 -0.7
1.2 -5.7 -3.4
-3.0 3.7 5.1
5.1 -1.2 -3.4
-2.1 -2.0 -1.1
-1.3 0.9 2.7
1.0 1.2 1.4
-1.7 -0.4 0.8
0.5 1.3 0.0
0.1 1.9 -3.0
1.3 -0.2 0.7
0.7 2.5 1.7
-4.2 -11.9 -6.5
0.8 -0.5 -0.5
0.4 -0.9 1.2
-2.7 -1.7 -1.7
-2.2 0.3 0.2
-1.7 0.8 -0.1
0.6 0.4 0.4
3.7 1.3 0.0
-1.6 -0.1 -0.3


[7]
Formula: C3H6N2O
Source: the Open Molecules 2025 dataset
Level of theory: ωB97M-V with the def2-TZVPD basis set

The calculated total energy comes out at -8235.8555 eV. Its SMILES is O=C1NCCN1. For the relative energy (zero: lowest compared OMol25 entry of this formula, charge and spin), the calculation gives 0.843 eV. As for the total charge: 0.

Last column: Löwdin charge in e.
CARTESIAN COORDINATES (ANGSTROEM)
O  -1.0213  -2.2244  -0.3655  0.10
C  -0.5918  -1.0995  -0.3820  -0.56
N  0.6792  -0.6810  -0.8117  0.05
C  0.9774  0.2229  0.2903  -0.20
C  -0.2670  1.0992  0.3344  -0.19
N  -1.2769  0.0631  0.0852  0.05
H  1.3436  -1.4379  -0.9223  0.13
H  1.9458  0.7210  0.2197  0.12
H  0.8318  -0.4092  1.2026  0.13
H  -0.3505  1.5107  1.3453  0.11
H  -0.2998  1.9258  -0.3858  0.12
H  -1.9706  0.3091  -0.6102  0.13

Atomic forces in eV per Å
0.0 0.4 -0.4
-0.3 -0.4 -0.7
-0.1 -0.3 0.2
0.1 0.0 0.7
0.1 0.1 0.1
0.0 -0.2 -0.1
-0.2 -0.1 0.1
-0.2 -0.1 0.1
1.1 0.8 0.0
-0.3 0.0 -0.2
0.1 -0.3 0.0
-0.3 0.0 0.4